1.
Entry from the OMol25 dataset: one molecule with the formula C23H35FN4O2S (ωB97M-V/def2-TZVPD).

Results
* maximum force: 0.867 eV Å⁻¹
* total charge: 0
* 2S+1: 1
* highest occupied orbital energy: -8.3 eV
* SMILES string: O=C(CNC(=S)N(Cc1ccccc1F)C1CCCCC1)NCCCN1CCOCC1

Each line ends with the Löwdin charge.
CARTESIAN COORDINATES (ANGSTROEM)
O (-3.797, -2.123, -2.103)  0.05
C (-2.978, -1.225, -2.065)  -0.49
C (-1.564, -1.417, -2.647)  -0.11
N (-0.464, -1.286, -1.724)  0.03
C (0.284, -0.172, -1.593)  -0.75
S (-0.298, 1.278, -2.177)  0.75
N (1.486, -0.286, -0.968)  -0.06
C (2.139, -1.586, -0.896)  -0.08
C (1.604, -2.528, 0.160)  -0.14
C (1.556, -2.181, 1.504)  -0.03
C (1.107, -3.078, 2.457)  -0.08
C (0.699, -4.349, 2.089)  -0.07
C (0.743, -4.726, 0.759)  0.00
C (1.195, -3.816, -0.176)  -0.24
F (1.232, -4.199, -1.477)  0.06
C (2.315, 0.905, -0.803)  -0.35
C (2.932, 1.006, 0.590)  -0.15
C (3.676, 2.334, 0.719)  -0.19
C (4.751, 2.459, -0.357)  -0.20
C (4.129, 2.343, -1.745)  -0.19
C (3.389, 1.017, -1.889)  -0.14
N (-3.235, 0.011, -1.618)  0.06
C (-4.582, 0.441, -1.323)  -0.17
C (-4.955, 0.408, 0.161)  -0.16
C (-4.242, 1.477, 0.986)  -0.21
N (-2.809, 1.260, 1.068)  -0.17
C (-2.465, 0.175, 1.969)  -0.15
C (-0.959, -0.059, 1.918)  -0.19
O (-0.231, 1.094, 2.268)  -0.14
C (-0.593, 2.174, 1.433)  -0.20
C (-2.093, 2.453, 1.482)  -0.16
H (-1.533, -2.418, -3.085)  0.13
H (-1.437, -0.670, -3.438)  0.10
H (-0.182, -2.128, -1.249)  0.11
H (3.192, -1.405, -0.675)  0.13
H (2.085, -2.076, -1.876)  0.14
H (1.871, -1.194, 1.802)  0.10
H (1.084, -2.783, 3.495)  0.11
H (0.352, -5.048, 2.833)  0.11
H (0.437, -5.708, 0.436)  0.12
H (1.636, 1.755, -0.927)  0.07
H (2.142, 0.959, 1.342)  0.10
H (3.635, 0.187, 0.764)  0.12
H (4.129, 2.403, 1.710)  0.11
H (2.965, 3.155, 0.617)  0.12
H (5.263, 3.418, -0.259)  0.11
H (5.494, 1.669, -0.224)  0.11
H (4.904, 2.416, -2.511)  0.11
H (3.427, 3.165, -1.899)  0.12
H (2.913, 0.958, -2.870)  0.12
H (4.106, 0.196, -1.809)  0.11
H (-2.483, 0.691, -1.569)  0.03
H (-4.709, 1.455, -1.712)  0.12
H (-5.249, -0.239, -1.861)  0.12
H (-6.030, 0.582, 0.241)  0.11
H (-4.750, -0.587, 0.553)  0.10
H (-4.401, 2.448, 0.508)  0.12
H (-4.696, 1.522, 1.993)  0.12
H (-2.970, -0.738, 1.654)  0.12
H (-2.765, 0.407, 3.008)  0.13
H (-0.670, -0.836, 2.628)  0.12
H (-0.687, -0.376, 0.901)  0.11
H (-0.025, 3.036, 1.786)  0.13
H (-0.317, 1.949, 0.394)  0.06
H (-2.324, 3.266, 0.792)  0.13
H (-2.376, 2.762, 2.505)  0.13

***

2.
Entry from the OMol25 dataset: an isolated ion of composition C23H35FN5O2 and charge +1 in a non-equilibrium geometry (ωB97M-V/def2-TZVPD).

Results
* maximum force: 1.134 eV Å⁻¹
* relative energy (zero: lowest compared OMol25 entry of this formula, charge and spin): 0.154 eV
* total charge: +1
* 2S+1: 1
* highest occupied orbital energy: -9.2 eV
* SMILES string: CCN(CC)CCNC(=O)c1cn(CC)c2cc([NH+]3CCN(C)CC3)c(F)cc2c1=O

Each line ends with the Löwdin charge.
CARTESIAN COORDINATES (ANGSTROEM)
C (5.017, 2.839, 1.873)  -0.08
C (4.792, 1.696, 0.885)  -0.26
N (6.045, 1.188, 0.380)  -0.21
C (6.776, 2.029, -0.544)  -0.25
C (8.145, 2.411, 0.020)  -0.08
C (6.179, -0.227, 0.203)  -0.17
C (5.416, -0.837, -1.002)  -0.14
N (3.987, -0.735, -0.865)  0.09
C (3.259, -1.691, -0.273)  -0.45
O (3.705, -2.752, 0.132)  0.06
C (1.791, -1.388, -0.154)  -0.01
C (1.022, -2.389, 0.346)  0.05
N (-0.316, -2.331, 0.546)  -0.04
C (-0.986, -3.519, 1.048)  -0.18
C (-1.550, -4.366, -0.089)  -0.05
C (-0.991, -1.193, 0.199)  -0.12
C (-2.384, -1.074, 0.334)  0.08
C (-3.039, 0.099, -0.012)  -0.13
N (-4.490, 0.175, 0.147)  -0.04
C (-5.217, 0.365, -1.137)  -0.07
C (-6.716, 0.266, -0.880)  -0.17
N (-7.104, 1.295, 0.060)  -0.23
C (-8.540, 1.429, 0.194)  -0.07
C (-6.432, 1.100, 1.327)  -0.17
C (-4.927, 1.216, 1.116)  -0.07
C (-2.306, 1.178, -0.507)  -0.19
F (-2.951, 2.312, -0.844)  0.09
C (-0.945, 1.085, -0.656)  0.11
C (-0.272, -0.088, -0.311)  -0.02
C (1.189, -0.122, -0.514)  -0.30
O (1.786, 0.858, -0.951)  0.06
H (5.484, 3.690, 1.385)  0.06
H (4.066, 3.161, 2.290)  0.07
H (5.662, 2.508, 2.683)  0.08
H (4.133, 2.048, 0.074)  0.11
H (4.281, 0.880, 1.402)  0.11
H (6.918, 1.518, -1.504)  0.11
H (6.198, 2.936, -0.736)  0.11
H (8.743, 1.522, 0.200)  0.07
H (8.674, 3.049, -0.683)  0.07
H (8.031, 2.943, 0.960)  0.07
H (5.833, -0.730, 1.110)  0.13
H (7.239, -0.456, 0.071)  0.12
H (5.711, -0.339, -1.928)  0.12
H (5.669, -1.898, -1.060)  0.12
H (3.526, 0.136, -1.105)  0.11
H (1.519, -3.313, 0.614)  0.15
H (-1.768, -3.228, 1.753)  0.12
H (-0.251, -4.104, 1.602)  0.13
H (-0.747, -4.691, -0.745)  0.09
H (-2.041, -5.246, 0.315)  0.08
H (-2.269, -3.807, -0.684)  0.07
H (-2.969, -1.899, 0.707)  0.12
H (-4.797, -0.730, 0.528)  0.18
H (-4.980, 1.356, -1.526)  0.14
H (-4.886, -0.395, -1.847)  0.15
H (-7.245, 0.431, -1.820)  0.14
H (-6.971, -0.751, -0.521)  0.14
H (-9.015, 0.525, 0.597)  0.10
H (-8.755, 2.264, 0.856)  0.09
H (-8.966, 1.645, -0.783)  0.09
H (-6.751, 1.881, 2.017)  0.14
H (-6.675, 0.121, 1.786)  0.14
H (-4.694, 2.197, 0.700)  0.14
H (-4.384, 1.078, 2.053)  0.15
H (-0.371, 1.913, -1.042)  0.15

***

3.
Entry from the OMol25 dataset: a 5-piece molecular cluster, C23H35IN2O12 overall in a non-equilibrium geometry (ωB97M-V/def2-TZVPD).

Results
* maximum force: 5.916 eV Å⁻¹
* relative energy (zero: lowest compared OMol25 entry of this formula, charge and spin): 5.808 eV
* total charge: 0
* 2S+1: 1
* highest occupied orbital energy: -8.6 eV
* SMILES string: C[C@@H](I)Cc1cccc2nccnc12.COC(=O)OC.COC(=O)OC.COC(=O)OC.COC(=O)OC

Each line ends with the Löwdin charge.
CARTESIAN COORDINATES (ANGSTROEM)
C (-0.088, 2.022, -0.217)  -0.19
C (0.875, 1.308, -1.286)  -0.72
I (0.245, 2.076, -3.267)  0.82
C (2.449, 1.598, -1.051)  -0.23
C (2.823, 1.407, 0.515)  -0.11
C (3.111, 2.655, 1.371)  -0.02
C (3.434, 2.513, 2.895)  -0.05
C (3.450, 1.096, 3.500)  0.00
C (3.170, -0.196, 2.628)  -0.15
N (3.214, -1.457, 3.313)  0.06
C (2.954, -2.547, 2.433)  -0.07
C (2.616, -2.369, 0.927)  -0.07
N (2.530, -1.133, 0.222)  0.09
C (2.842, -0.058, 1.123)  -0.13
H (-1.154, 1.617, -0.425)  0.06
H (-0.150, 3.162, -0.388)  0.08
H (0.142, 1.772, 0.873)  0.08
H (0.649, 0.177, -1.325)  0.08
H (2.629, 2.694, -1.376)  0.10
H (3.085, 0.917, -1.731)  0.12
H (3.062, 3.672, 0.857)  0.10
H (3.633, 3.430, 3.545)  0.09
H (3.659, 0.971, 4.627)  0.10
H (2.985, -3.603, 2.866)  0.11
H (2.415, -3.327, 0.318)  0.11
C (-2.774, 0.014, -2.736)  -0.08
O (-3.649, -1.010, -3.213)  -0.01
C (-4.312, -0.690, -4.336)  -0.62
O (-4.225, 0.351, -4.940)  0.12
O (-5.094, -1.734, -4.670)  -0.01
C (-5.865, -1.532, -5.853)  -0.05
H (-2.296, -0.351, -1.826)  0.09
H (-1.993, 0.233, -3.471)  0.01
H (-3.338, 0.917, -2.490)  0.10
H (-5.215, -1.375, -6.717)  0.09
H (-6.551, -0.691, -5.728)  0.10
H (-6.454, -2.434, -6.025)  0.10
C (-4.634, -0.264, 1.974)  -0.04
O (-5.151, 0.925, 2.568)  0.00
C (-4.545, 2.053, 2.161)  -0.60
O (-3.639, 2.124, 1.366)  0.11
O (-5.124, 3.088, 2.792)  0.00
C (-4.577, 4.361, 2.452)  -0.05
H (-5.196, -1.109, 2.375)  0.09
H (-4.768, -0.244, 0.890)  0.10
H (-3.581, -0.397, 2.231)  0.10
H (-4.708, 4.565, 1.387)  0.10
H (-3.521, 4.412, 2.728)  0.10
H (-5.118, 5.119, 3.019)  0.09
C (1.988, -0.530, -8.447)  -0.05
O (0.747, -1.234, -8.427)  0.00
C (-0.072, -0.876, -7.422)  -0.59
O (0.161, -0.043, -6.580)  0.10
O (-1.192, -1.609, -7.520)  0.01
C (-2.159, -1.334, -6.511)  -0.04
H (2.566, -0.898, -9.296)  0.09
H (1.821, 0.541, -8.581)  0.10
H (2.555, -0.721, -7.534)  0.10
H (-2.490, -0.295, -6.568)  0.10
H (-1.756, -1.557, -5.520)  0.11
H (-3.019, -1.981, -6.687)  0.09
C (5.547, -1.547, 9.810)  -0.05
O (4.826, -2.494, 9.025)  0.00
C (4.384, -2.014, 7.850)  -0.60
O (4.548, -0.892, 7.435)  0.11
O (3.728, -3.001, 7.218)  0.00
C (3.199, -2.629, 5.944)  -0.07
H (5.854, -2.042, 10.732)  0.09
H (6.443, -1.212, 9.282)  0.10
H (4.911, -0.697, 10.069)  0.10
H (4.000, -2.339, 5.265)  0.07
H (2.470, -1.823, 6.049)  0.10
H (2.691, -3.500, 5.525)  0.09

***

The highest total charge belongs to which entry?
C23H35FN5O2

***

Look up the total charge of the second one.
+1

***

Copy entry 1 word for word.
Entry from the OMol25 dataset: one molecule with the formula C23H35FN4O2S (ωB97M-V/def2-TZVPD).

Results
* maximum force: 0.867 eV Å⁻¹
* total charge: 0
* 2S+1: 1
* highest occupied orbital energy: -8.3 eV
* SMILES string: O=C(CNC(=S)N(Cc1ccccc1F)C1CCCCC1)NCCCN1CCOCC1

Each line ends with the Löwdin charge.
CARTESIAN COORDINATES (ANGSTROEM)
O (-3.797, -2.123, -2.103)  0.05
C (-2.978, -1.225, -2.065)  -0.49
C (-1.564, -1.417, -2.647)  -0.11
N (-0.464, -1.286, -1.724)  0.03
C (0.284, -0.172, -1.593)  -0.75
S (-0.298, 1.278, -2.177)  0.75
N (1.486, -0.286, -0.968)  -0.06
C (2.139, -1.586, -0.896)  -0.08
C (1.604, -2.528, 0.160)  -0.14
C (1.556, -2.181, 1.504)  -0.03
C (1.107, -3.078, 2.457)  -0.08
C (0.699, -4.349, 2.089)  -0.07
C (0.743, -4.726, 0.759)  0.00
C (1.195, -3.816, -0.176)  -0.24
F (1.232, -4.199, -1.477)  0.06
C (2.315, 0.905, -0.803)  -0.35
C (2.932, 1.006, 0.590)  -0.15
C (3.676, 2.334, 0.719)  -0.19
C (4.751, 2.459, -0.357)  -0.20
C (4.129, 2.343, -1.745)  -0.19
C (3.389, 1.017, -1.889)  -0.14
N (-3.235, 0.011, -1.618)  0.06
C (-4.582, 0.441, -1.323)  -0.17
C (-4.955, 0.408, 0.161)  -0.16
C (-4.242, 1.477, 0.986)  -0.21
N (-2.809, 1.260, 1.068)  -0.17
C (-2.465, 0.175, 1.969)  -0.15
C (-0.959, -0.059, 1.918)  -0.19
O (-0.231, 1.094, 2.268)  -0.14
C (-0.593, 2.174, 1.433)  -0.20
C (-2.093, 2.453, 1.482)  -0.16
H (-1.533, -2.418, -3.085)  0.13
H (-1.437, -0.670, -3.438)  0.10
H (-0.182, -2.128, -1.249)  0.11
H (3.192, -1.405, -0.675)  0.13
H (2.085, -2.076, -1.876)  0.14
H (1.871, -1.194, 1.802)  0.10
H (1.084, -2.783, 3.495)  0.11
H (0.352, -5.048, 2.833)  0.11
H (0.437, -5.708, 0.436)  0.12
H (1.636, 1.755, -0.927)  0.07
H (2.142, 0.959, 1.342)  0.10
H (3.635, 0.187, 0.764)  0.12
H (4.129, 2.403, 1.710)  0.11
H (2.965, 3.155, 0.617)  0.12
H (5.263, 3.418, -0.259)  0.11
H (5.494, 1.669, -0.224)  0.11
H (4.904, 2.416, -2.511)  0.11
H (3.427, 3.165, -1.899)  0.12
H (2.913, 0.958, -2.870)  0.12
H (4.106, 0.196, -1.809)  0.11
H (-2.483, 0.691, -1.569)  0.03
H (-4.709, 1.455, -1.712)  0.12
H (-5.249, -0.239, -1.861)  0.12
H (-6.030, 0.582, 0.241)  0.11
H (-4.750, -0.587, 0.553)  0.10
H (-4.401, 2.448, 0.508)  0.12
H (-4.696, 1.522, 1.993)  0.12
H (-2.970, -0.738, 1.654)  0.12
H (-2.765, 0.407, 3.008)  0.13
H (-0.670, -0.836, 2.628)  0.12
H (-0.687, -0.376, 0.901)  0.11
H (-0.025, 3.036, 1.786)  0.13
H (-0.317, 1.949, 0.394)  0.06
H (-2.324, 3.266, 0.792)  0.13
H (-2.376, 2.762, 2.505)  0.13